No. 1
DFT (ωB97M-V/def2-TZVPD) results for a structure of composition C39H51CeN4SSi in a non-equilibrium geometry.

HOMO level (alpha / beta)   -10.2 / -10.2 eV
Total charge   +1
ΔE to the lowest compared entry with this formula, charge and spin   15.5 kJ/mol
F_max   2.162 eV/Å
LUMO (alpha / beta)   -3.27 / -3.28 eV
Calculated total energy   -78867.206 eV
Multiplicity   1
HOMO-LUMO gap (alpha / beta)   6.95 / 6.94 eV

Cartesian coordinates (Å):
Ce (0.5695, 0.2219, 0.4970)
C (2.4200, -0.4014, 2.2554)
C (1.7060, -1.5860, 1.9651)
C (0.3984, -1.5572, 2.4989)
C (0.3226, -0.3244, 3.2120)
C (1.5420, 0.3363, 3.0811)
H (3.4735, -0.1796, 1.9987)
H (2.1515, -2.4416, 1.4187)
H (-0.3210, -2.3488, 2.5303)
H (-0.5082, 0.0889, 3.7490)
H (1.7948, 1.2654, 3.5642)
C (-0.0773, 2.3667, 1.3313)
Si (-1.8490, 2.8456, 0.9177)
C (-2.7321, 1.2051, 1.1983)
N (-2.2684, -0.0818, 0.6639)
C (-2.6640, -1.1872, 1.5791)
C (-4.1572, -1.3033, 1.7702)
C (-4.9525, -1.1493, 0.4610)
C (-4.0410, -1.3019, -0.7656)
C (-2.8312, -0.3256, -0.7336)
C (-2.5103, 4.0984, 2.1040)
C (-2.3520, 3.8881, 3.5016)
C (-3.1599, 4.6253, 4.3565)
C (-4.0648, 5.5573, 3.8787)
C (-4.1590, 5.8253, 2.5067)
C (-3.4073, 5.0656, 1.6175)
C (-2.0181, 3.3124, -0.8485)
C (-3.1711, 3.0053, -1.5887)
C (-3.3205, 3.4312, -2.8808)
C (-2.3288, 4.2656, -3.4509)
C (-1.1334, 4.4918, -2.7609)
C (-0.9794, 4.0046, -1.4791)
H (0.0294, 2.5643, 2.4035)
H (0.5007, 3.1988, 0.9234)
H (-3.8062, 1.2952, 0.9405)
H (-2.7316, 1.0492, 2.3028)
H (-2.2141, -0.9957, 2.5521)
H (-2.1871, -2.1176, 1.2668)
H (-4.5227, -0.5837, 2.4924)
H (-4.3700, -2.2861, 2.2530)
H (-5.4596, -0.1462, 0.4798)
H (-5.7066, -1.9078, 0.3780)
H (-4.5749, -1.1759, -1.7445)
H (-3.6464, -2.3255, -0.8373)
H (-3.1430, 0.6238, -1.0924)
H (-2.0808, -0.7771, -1.3553)
H (-1.6200, 3.2168, 3.8939)
H (-3.0987, 4.4681, 5.4438)
H (-4.6537, 6.1154, 4.6090)
H (-4.9123, 6.5437, 2.2094)
H (-3.5007, 5.2394, 0.5534)
H (-3.9709, 2.3495, -1.1949)
H (-4.2154, 3.1661, -3.3814)
H (-2.5392, 4.6697, -4.4672)
H (-0.2984, 5.0670, -3.1619)
H (-0.0306, 4.1823, -0.9574)
N (0.2014, 0.9649, -2.0833)
H (-0.2694, 0.2127, -2.6384)
H (1.1167, 1.0706, -2.5475)
H (-0.2687, 1.8320, -2.3159)
C (6.3578, -1.8244, -1.4525)
C (5.2067, -2.4643, -0.9825)
C (4.0493, -1.7275, -0.7654)
C (3.9952, -0.3181, -0.9130)
C (2.8429, 0.5012, -0.5423)
C (2.9988, 1.8632, -0.5394)
C (4.1618, 2.4989, -1.1454)
C (5.2259, 1.7407, -1.5729)
C (5.1831, 0.2953, -1.3822)
C (6.3592, -0.4835, -1.5724)
H (7.2659, -2.4062, -1.6107)
H (5.1845, -3.5344, -0.9546)
H (3.2251, -2.2460, -0.3339)
H (2.2213, 2.5594, -0.1351)
H (4.0994, 3.6094, -1.2877)
H (6.0709, 2.1801, -2.0913)
H (7.3065, 0.0024, -1.8866)
C (1.1583, -4.6592, -4.1100)
C (2.0633, -3.9224, -3.1012)
N (1.7192, -4.2928, -1.7399)
C (0.9085, -3.7342, -0.8483)
S (-0.0736, -2.3561, -1.2484)
N (0.8091, -4.3043, 0.3742)
C (1.6748, -5.4903, 0.7415)
C (3.1432, -5.1436, 1.0156)
H (1.4866, -4.4775, -5.1119)
H (0.1468, -4.2276, -3.9928)
H (1.1145, -5.7139, -3.8904)
H (1.9103, -2.8122, -3.2668)
H (3.1415, -4.1649, -3.2633)
H (2.1403, -5.1557, -1.4645)
H (0.2487, -3.8433, 1.0789)
H (1.5514, -6.2423, -0.0785)
H (1.2562, -5.8961, 1.6550)
H (3.6484, -4.7846, 0.1253)
H (3.6812, -5.9718, 1.5009)
H (3.1182, -4.2798, 1.7194)

=====

No. 2
DFT (ωB97M-V/def2-TZVPD) results for a cluster of 3 separate species, C39H51FN2O13 in total in a non-equilibrium geometry.

HOMO level   -8.9 eV
F_max   10.306 eV/Å
LUMO   -1.90 eV
Calculated total energy   -73554.924 eV
Multiplicity   1
HOMO-LUMO gap   6.97 eV

Cartesian coordinates (Å):
C (-6.4872, 0.8564, 0.3514)
C (-6.8260, -0.1317, 1.6538)
O (-6.3994, -1.5239, 1.4345)
C (-4.9421, -1.6398, 1.2599)
C (-4.0653, -1.0883, 2.5416)
C (-3.3808, 0.3488, 2.1484)
C (-4.0349, 1.8183, 2.5811)
C (-3.3073, 3.2594, 2.1697)
C (-1.9168, 3.2559, 1.2662)
C (-1.3068, 1.7881, 0.8644)
C (-1.9819, 0.3253, 1.2949)
C (-1.1764, -1.0641, 0.8286)
O (-1.8529, -2.1771, 0.4738)
C (0.4681, -0.9736, 0.8681)
C (1.1379, 0.4888, 0.4128)
C (2.7741, 0.7534, 0.4404)
C (3.4468, 2.1896, 0.0111)
C (4.2585, 2.0559, -1.4159)
C (3.3249, 2.4352, -2.7209)
C (4.1395, 2.3023, -4.1697)
O (5.4194, 1.6135, -3.9183)
C (6.5298, 2.5787, -3.8967)
O (7.3124, 2.8970, -4.9390)
C (3.6912, -0.5454, 0.9556)
C (5.3501, -0.3701, 1.0661)
O (6.1982, -0.6412, 0.0688)
N (5.8556, 0.1780, 2.3949)
C (6.4427, 1.5683, 2.2545)
O (7.3807, 1.8709, 1.3191)
F (5.9204, 2.6165, 3.2029)
C (3.0204, -2.0068, 1.3956)
C (3.9895, -3.2649, 1.9102)
C (4.5142, -2.8184, 3.4241)
C (3.7092, -3.6321, 4.6226)
O (3.3671, -2.6232, 5.6547)
C (1.3682, -2.2508, 1.3633)
N (0.8615, -3.6113, 1.7820)
C (-0.1497, -3.5514, 2.9038)
C (0.4093, -4.4628, 0.6180)
C (1.2668, -4.3359, -0.8120)
O (-0.6010, -5.3554, 0.6382)
C (0.0955, 1.7114, -0.0410)
O (0.3156, 2.5468, -1.0638)
H (-6.9424, 1.9251, 0.5709)
H (-5.3072, 0.9525, 0.2003)
H (-6.9462, 0.4618, -0.6500)
H (-6.4619, 0.3377, 2.6628)
H (-8.0160, -0.1529, 1.7106)
H (-4.7121, -2.8039, 1.1456)
H (-4.5355, -1.1418, 0.2676)
H (-4.7945, -0.9148, 3.4553)
H (-3.1678, -1.8141, 2.8379)
H (-5.0219, 1.9122, 3.2076)
H (-3.7867, 4.2742, 2.5125)
H (-1.4235, 4.2939, 0.9917)
H (2.6881, 3.0743, -0.1101)
H (4.1755, 2.4940, 0.8947)
H (5.2272, 2.7288, -1.3135)
H (4.5914, 0.9123, -1.4939)
H (2.4111, 1.7030, -2.7971)
H (2.9884, 3.5633, -2.6564)
H (4.2796, 3.3778, -4.6120)
H (3.4951, 1.6463, -4.9259)
H (6.7575, 3.0953, -2.8489)
H (6.4985, -0.4873, 2.8782)
H (4.8917, -3.4368, 1.1603)
H (3.4085, -4.2794, 1.9739)
H (5.6991, -2.9025, 3.5330)
H (4.2319, -1.6701, 3.5723)
H (2.6901, -4.0985, 4.2472)
H (4.4590, -4.4191, 5.0619)
H (4.1822, -2.0354, 5.8058)
H (0.0538, -4.3849, 3.7139)
H (-1.2712, -3.7148, 2.5537)
H (-0.1509, -2.5096, 3.4733)
H (1.2773, -5.3744, -1.3903)
H (0.7794, -3.5280, -1.5306)
H (2.4061, -4.0968, -0.5680)
O (3.8679, 2.7541, -7.3841)
C (4.7262, 3.1769, -8.1523)
O (4.4939, 3.2119, -9.4847)
C (5.3429, 3.8700, -10.4447)
C (6.4602, 2.9514, -10.8960)
C (6.0823, 3.5717, -7.6453)
H (5.7113, 4.8242, -10.0570)
H (4.7072, 4.1108, -11.3037)
H (7.1139, 2.6742, -10.0649)
H (7.0669, 3.4332, -11.6682)
H (6.0502, 2.0192, -11.3006)
H (6.7151, 2.6837, -7.5809)
H (5.9654, 4.0038, -6.6460)
H (6.5729, 4.3332, -8.2486)
O (-10.0199, 0.9229, 3.4633)
C (-10.4509, -0.0885, 4.0081)
O (-9.6560, -0.8160, 4.8262)
C (-10.1157, -1.8923, 5.6664)
C (-10.1381, -3.2009, 4.9030)
C (-11.8310, -0.5943, 3.7053)
H (-11.0809, -1.6526, 6.1220)
H (-9.3968, -1.9690, 6.4893)
H (-10.8353, -3.1644, 4.0619)
H (-10.4304, -4.0252, 5.5599)
H (-9.1486, -3.4176, 4.4846)
H (-11.7988, -1.2104, 2.8039)
H (-12.4839, 0.2670, 3.5298)
H (-12.2827, -1.1550, 4.5214)